Here is a cluster of 2 separate species, C2H7N2O in total in a non-equilibrium geometry from the Open Molecules 2025 dataset. Energies are from ωB97M-V/def2-TZVPD.

XYZ file:
```
12
C2H7N2O | the Open Molecules 2025 dataset | ωB97M-V/def2-TZVPD
C -1.6472 -0.5031 0.0285
H -2.0641 -0.0644 0.8531
O 0.2649 0.8218 0.1239
C -0.1715 -0.3460 -0.0144
N 0.5143 -1.4665 -0.2735
N 2.2100 2.3044 0.0966
H -2.0436 -0.2792 -0.9251
H 1.6909 2.3748 0.9542
H 0.0914 -2.3930 -0.2957
H 1.6194 2.4646 -0.7225
H 1.5079 -1.4413 -0.1122
H -1.9723 -1.4721 0.2872
```

Properties
**Net charge**: +1
**Energy above the lowest of the compared OMol25 structures with the same formula, charge and spin**: 123.36 kcal per mole
**Gap between HOMO and LUMO (alpha / beta)**: 10.139 / 6.678 eV

=====

Here is a cluster of 6 separate species, C26H57Cl2NO27P6 in total in a non-equilibrium geometry from the Open Molecules 2025 dataset. Energies are from ωB97M-V/def2-TZVPD.

XYZ file:
```
119
C26H57Cl2NO27P6 | the Open Molecules 2025 dataset | ωB97M-V/def2-TZVPD
P -4.6848 2.5967 -3.1388
H 6.3254 -1.6727 -1.9024
C -0.0190 3.8767 -0.4149
Cl 4.7338 -2.6789 0.6983
C 6.3725 3.2024 8.2911
C 6.0247 5.2783 5.4957
H -2.4399 -10.2115 -1.8941
H 6.7086 2.4619 7.5670
H 0.4087 -1.9640 -1.7932
H -0.3352 -7.1262 2.4818
H 6.3826 2.7637 9.2849
O -0.0058 5.7347 -3.7338
H -1.0415 -9.5337 -2.7757
C -5.8799 -4.3373 -1.6976
H 3.0152 3.3311 -1.0006
O 1.8626 5.5819 -1.9927
H 2.9378 5.3709 7.7611
C -2.4977 -3.8067 -2.0999
H 0.2150 -11.3471 -0.5975
O -1.5634 -8.5509 -1.0105
H 1.6106 4.2721 8.1899
O -0.7582 -2.3789 2.0893
O 0.9635 -8.8675 -1.3714
H 1.5964 5.1158 6.6238
C -5.0851 4.8408 -4.4308
H -3.9059 -1.3798 -5.7707
O 2.4239 2.8159 3.1515
H -0.1980 2.8079 -0.5162
H 6.5144 5.7727 6.3351
O -0.2010 -9.7946 0.7326
P -4.4088 -3.9774 -3.8388
C -2.6662 2.8564 -1.5119
P 4.4347 3.4985 6.5445
O 0.4113 2.8689 2.2156
C 4.1899 -1.1871 -0.1291
C -0.7058 -1.7868 1.0046
H -5.6667 -1.3654 -5.5345
C -1.3745 5.9548 -4.1165
O 3.8079 2.7166 0.5860
H -1.4393 -3.5814 -2.1224
H -0.6002 4.2518 0.4229
C 4.0804 1.4591 1.1846
C -1.9233 -9.2958 -2.1828
C -4.7192 -1.7113 -5.1292
H 0.0911 -11.7748 1.1200
H 4.9802 1.0489 0.7437
H -1.3205 -6.1113 1.4039
H -2.5944 -8.6748 -2.7703
H -0.1680 8.4155 -0.1729
H -5.3614 -3.9636 -0.8146
O -4.5823 1.1515 -3.3114
O -0.4276 4.4913 -1.6464
O -4.3236 -5.4237 -4.0393
H -7.1290 2.3141 -0.7338
H -6.0459 5.1624 -4.8247
H -5.5117 2.6374 -0.0794
Cl 1.0862 -4.3776 0.7740
C 0.5559 0.2013 1.6158
H -0.8799 6.8631 0.3115
H -4.5829 -1.2934 -4.1348
O -3.3427 3.3232 -2.6886
H 7.0324 4.0693 8.2751
H -5.6089 -5.3770 -1.8769
O 2.8869 3.5185 6.7716
C 2.8836 0.5336 1.1220
H -4.2869 5.1943 -5.0802
C -0.0895 7.3367 -0.2716
H -2.7753 1.7773 -1.3969
H -2.9345 -3.3165 -1.2311
H 2.8873 2.1422 3.6705
H 0.8865 7.0128 0.0902
H -4.9492 5.2503 -3.4319
C 1.6688 0.9755 1.6928
O 3.1857 2.4297 -0.6866
O 0.6203 -2.8870 -1.5925
H 6.6006 4.4055 5.1869
H -2.0415 5.9437 -3.2570
O 5.0248 3.6126 8.0152
H -2.6468 -4.8862 -2.0413
H -0.3664 0.5288 2.0649
H 5.5485 -0.9004 -3.3048
H -1.3831 -11.4125 0.2004
O -5.5595 -3.5239 -2.8302
O 4.9142 2.3475 5.7768
O -0.2531 7.0216 -1.6600
C -6.0631 2.2499 -0.9358
P -0.1016 -8.6709 -0.3929
C 2.2255 4.6452 7.3753
H -1.4416 6.9181 -4.6168
H 1.0403 4.0446 -0.2291
C -0.3295 -11.1606 0.3287
H -1.6595 5.1618 -4.8032
C 1.4554 2.2988 2.3857
O 4.6892 4.9096 5.8603
O 0.0088 -7.3645 0.4639
C 5.5691 -0.9595 -2.2223
H 4.3001 1.7033 2.2178
O -5.0668 3.4056 -4.4266
H 5.9530 5.9723 4.6635
H -1.6141 3.1022 -1.6315
N 1.7430 -1.4435 0.3921
H 4.9648 -0.4802 0.1081
H -6.9536 -4.2687 -1.5380
C -0.8980 -7.1025 1.5511
C 0.5929 -1.0185 0.9551
P 1.8307 -3.0655 -0.5452
C 2.9058 -0.6862 0.4861
C 4.2026 -1.3274 -1.6564
H -1.6997 -7.8362 1.5927
H 5.8841 0.0134 -1.8456
O -4.7360 -3.1518 -5.1263
O -5.7945 3.0564 -2.0928
O -1.5117 -1.6201 0.0878
H 3.4706 -0.6443 -2.0891
P 0.4247 5.7010 -2.2292
H -5.7917 1.2108 -1.1155
H -3.0569 3.3697 -0.6321
O -3.0856 -3.2824 -3.3076
H 3.9546 -2.3409 -1.9444
```

Properties
**Gap between HOMO and LUMO**: 7.689 eV

=====

Here is a cluster of 9 separate species, C31H48Cl2F2O6 in total in a non-equilibrium geometry from the Open Molecules 2025 dataset. Energies are from ωB97M-V/def2-TZVPD.

XYZ file:
```
89
C31H48Cl2F2O6 | the Open Molecules 2025 dataset | ωB97M-V/def2-TZVPD
O 0.8303 -3.9132 3.6832
C 2.9230 1.2639 -3.5360
H -4.4780 4.1056 -1.5077
C 0.4282 5.2208 -1.8687
C 2.6932 6.6860 -2.1814
H 1.7366 8.1525 -0.9182
C 2.5987 0.8156 -2.2118
C -0.6377 0.8959 0.7159
H -0.4293 4.5646 -1.8479
H 6.0705 0.0260 2.7374
C -2.6790 -1.2895 3.6049
H 5.4012 -1.0556 3.9252
C 1.1669 -4.0723 2.5169
Cl 0.2966 -0.5207 0.1809
F 3.7322 7.4735 -2.5756
H -0.3633 -4.8596 1.0650
C 1.3870 4.6851 -2.6485
H -0.6516 0.8819 1.8057
C 1.3832 -2.7080 -4.6482
C -5.3034 -2.0250 1.3805
C 1.6625 7.1641 -1.3470
C 4.0000 -1.1579 -2.4784
H -2.2315 -3.2984 3.0644
O -0.8960 -2.4768 -5.0080
H 1.5293 -2.5133 -5.7106
H 2.4558 2.1191 -4.0015
H -1.7009 0.8414 0.4818
O -5.6726 4.1756 0.6763
C 2.5348 0.3636 3.0250
O 4.0014 -0.7805 1.4503
H -3.8032 2.5074 -0.8880
C -3.8522 -2.1253 -0.8237
C 4.3277 -0.7979 -3.7389
H -3.1370 -1.3569 -0.5300
Cl 0.0629 2.4700 0.1651
H 2.7330 1.2308 3.6550
C -3.8930 3.5849 -0.7496
C 3.8630 -0.2317 2.4677
H 5.1733 0.5851 4.0946
H -0.3267 -3.8315 -2.4398
H -5.1726 -0.9709 1.6250
H 2.0121 -0.3645 3.6453
C 0.0216 -2.5585 -4.1830
H -4.4655 -2.5880 1.7919
H 0.1505 -2.1637 -1.9315
H -3.2063 2.6896 2.1107
H -2.9334 4.0167 -0.4651
C -1.8616 -2.3077 2.8002
H 1.2120 3.8085 -3.2546
H -0.4012 6.7509 -0.6295
O -6.2916 -2.1940 -0.7632
H 2.0704 -2.0862 -4.0743
H 3.1757 -3.1727 2.6148
H 1.8837 0.7779 2.2553
H 4.3426 -2.1229 -2.1351
H 2.0100 -3.5984 -4.5992
H 2.0328 -2.1924 1.7840
H 1.8311 1.3401 -1.6621
O -3.0467 -0.2669 3.0479
C -4.2429 2.5758 1.7935
C -4.6499 3.5036 0.5867
H -3.9840 -2.1479 5.0591
H -3.8674 -2.0196 -1.9084
H -6.2249 -2.5038 1.7116
H -3.3607 -3.0974 -0.7851
C -5.2489 -2.0651 -0.1537
C -2.9932 -1.6989 4.9906
C 3.8754 0.4758 -4.2166
C 3.1267 -0.3587 -1.7038
H 2.5766 -3.4618 0.9340
C -0.3215 -2.7735 -2.7018
H -4.3548 1.5824 1.3589
H 1.1676 -5.6587 1.0145
C 2.5584 5.4228 -2.7794
C 5.1713 -0.1800 3.3181
C 2.3034 -3.2328 1.9641
H -3.1419 -0.7579 5.5202
H 2.8682 -0.8427 -0.7736
H 0.0415 -5.9419 2.3279
C 0.4683 6.4255 -1.1814
C 0.4721 -5.1665 1.6944
H 3.3681 5.0921 -3.4131
H 4.8779 -1.3045 -4.5180
H -4.8920 2.5719 2.6691
H -1.9032 -2.0395 1.7446
H -2.1077 -2.2128 5.3645
F 4.3115 1.0087 -5.3296
H -0.8010 -2.2041 3.0293
H -1.3929 -2.5866 -2.6305
```

Properties
**Energy above the lowest of the compared OMol25 structures with the same formula, charge and spin**: 58.41 kcal per mole
**Structure (SMILES)**: Fc1ccccc1.Fc1ccccc1.CC(C)=O.CC(C)=O.CC(C)=O.CC(C)=O.CC(C)=O.CC(C)=O.ClCCl
**Gap between HOMO and LUMO**: 9.359 eV

=====

Here is an isolated molecule of C5H8O from the Open Molecules 2025 dataset. Energies are from ωB97M-V/def2-TZVPD.

XYZ file:
```
14
C5H8O | the Open Molecules 2025 dataset | ωB97M-V/def2-TZVPD
C 0.6795 0.2558 -0.9982
H -0.8944 -0.0043 1.9020
H 0.5615 1.9338 0.4227
C -0.0191 -0.0933 1.2479
H -1.0382 -1.7349 0.2076
H 0.4948 -2.2397 0.9361
H -1.5430 0.2035 -1.1139
H -0.8439 1.7754 -1.7012
C 0.1167 0.9758 0.1767
H 0.8913 -0.0296 1.8547
O 0.7189 -1.1251 -0.7544
C -0.0109 -1.4042 0.4362
C -0.6883 0.8788 -1.1033
H 1.5751 0.6081 -1.5128
```

Properties
**Energy above the lowest of the compared OMol25 structures with the same formula, charge and spin**: 33.55 kcal per mole
**Structure (SMILES)**: C1C[C@@H]2C[C@@H]2O1
**Gap between HOMO and LUMO**: 10.252 eV

=====

Here is a cluster of 2 separate species, C5H11NO in total in a non-equilibrium geometry from the Open Molecules 2025 dataset. Energies are from ωB97M-V/def2-TZVPD.

XYZ file:
```
18
C5H11NO | the Open Molecules 2025 dataset | ωB97M-V/def2-TZVPD
H 1.0144 -0.4344 -4.3318
C -0.8625 -0.3534 -0.0921
H -0.9874 -0.8235 -2.8027
H 0.1448 0.9730 4.5986
C 0.1792 -0.5555 -1.1066
H 1.1987 -0.4954 -0.7540
C 1.1454 -0.9291 -3.3766
H -1.7585 -0.9466 -0.0040
H -2.5451 0.4686 1.7826
H 0.2424 1.1002 1.0901
O 0.8827 1.1838 4.0064
N -1.5729 0.7377 1.9134
C 0.0195 -0.7251 -2.4129
C -0.6459 0.5035 0.9026
H 1.6214 1.3475 4.6188
H 2.0790 -0.6018 -2.9396
H 1.2874 -1.9946 -3.5823
H -1.4426 1.5453 2.4901
```

Properties
**Energy above the lowest of the compared OMol25 structures with the same formula, charge and spin**: 43.63 kcal per mole
**Structure (SMILES)**: C/C=C/C=C/N.O
**Gap between HOMO and LUMO**: 8.068 eV

=====

Here is a structure of composition C2H3FFeO in a non-equilibrium geometry from the Open Molecules 2025 dataset. Energies are from ωB97M-V/def2-TZVPD.

XYZ file:
```
8
C2H3FFeO | the Open Molecules 2025 dataset | ωB97M-V/def2-TZVPD
Fe -1.0341 1.7056 -1.0237
H 1.7507 -0.7643 1.0667
C 0.4711 -0.6412 -0.6061
C 0.8106 -0.3784 0.6731
O -0.5819 -0.0303 -1.1391
H -0.1802 -0.0661 1.3009
F -1.8430 1.8397 0.7196
H 0.6068 -1.6651 -0.9914
```

Properties
**⟨S²⟩**: 6.0184
**Energy above the lowest of the compared OMol25 structures with the same formula, charge and spin**: 0.00 kcal per mole
**Gap between HOMO and LUMO (alpha / beta)**: 6.778 / 6.353 eV
**2S+1**: 5

=====

Here is a cluster of 2 separate species, C24H19 in total in a non-equilibrium geometry from the Open Molecules 2025 dataset. Energies are from ωB97M-V/def2-TZVPD.

XYZ file:
```
43
C24H19 | the Open Molecules 2025 dataset | ωB97M-V/def2-TZVPD
C -0.2712 -1.1945 1.5826
C 4.9100 2.4675 4.7473
C -0.5580 -0.1639 7.4070
H 1.9289 -0.6023 1.7619
C 2.5689 -0.5024 4.6040
H 5.1236 3.3178 5.4000
C 2.7757 -1.9469 4.6088
H 4.5439 -2.3603 3.4251
C 3.5683 0.4809 4.2319
C -1.4424 -0.2056 1.5119
H -1.5313 2.0223 1.4151
C 4.3834 0.2682 3.1008
C 0.8383 1.0186 5.7949
C 3.7635 -2.7747 4.0574
C 3.8343 1.6274 5.0316
C 0.4822 1.0708 1.5785
H 4.4604 -4.8142 3.8728
H 2.8948 -5.7458 5.5409
H 3.2270 1.8113 5.9176
H -0.1712 -2.3154 7.6386
H -0.3565 -1.9242 2.4072
C 0.9091 -0.2367 1.6843
C 1.8277 -2.5143 5.5454
C 2.8619 -4.6796 5.2983
C 5.4232 1.1399 2.7831
H 6.5177 2.9135 3.3755
H 1.0695 1.9884 1.5519
C -0.1869 1.0190 6.7432
H 1.2433 -4.2271 6.7077
H -0.2100 -1.7863 0.6499
H 1.2048 1.9482 5.3656
C 0.0608 -1.3905 7.0965
H 4.1903 -0.5945 2.4664
H -2.4725 -0.5481 1.4400
C 1.4253 -0.1995 5.4343
C 3.7572 -4.1425 4.3598
H 6.0168 0.9708 1.8835
H -0.6982 1.9448 6.9943
H -1.3338 -0.1328 8.1779
C -0.9741 1.0913 1.5055
C 0.9913 -1.4260 6.0584
C 5.7001 2.2331 3.6133
C 1.9199 -3.8496 5.9339
```

Properties
**Net charge**: +1
**Energy above the lowest of the compared OMol25 structures with the same formula, charge and spin**: 1.58 kcal per mole
**Gap between HOMO and LUMO**: 4.837 eV

=====

Here is an isolated molecule of C5H9NO in a non-equilibrium geometry from the Open Molecules 2025 dataset. Energies are from ωB97M-V/def2-TZVPD.

XYZ file:
```
16
C5H9NO | the Open Molecules 2025 dataset | ωB97M-V/def2-TZVPD
H -2.0706 2.0049 1.0512
H 1.7073 -1.4140 -2.1625
C 0.2562 -0.9596 -0.6765
H 1.5999 -0.4942 1.9057
H 2.3450 -1.4853 -0.5053
N 0.6215 -0.2458 1.9475
H 0.4424 0.5083 2.5964
H -1.9394 2.2095 -0.7153
C 0.0207 -0.1170 0.7158
H -2.9909 0.9540 -0.0503
H 2.0295 0.0856 -1.2863
C 1.6827 -0.9413 -1.1798
O -0.6403 -0.1751 -1.3760
C -2.0474 1.4825 0.0913
C -0.9111 0.5601 0.0959
H -0.1055 -1.9725 -0.4516
```

Properties
**Energy above the lowest of the compared OMol25 structures with the same formula, charge and spin**: 74.20 kcal per mole
**Structure (SMILES)**: CC1=C(N)[C@H](C)O1
**Gap between HOMO and LUMO**: 8.957 eV

=====

no.,electronic energy (Ha)
1,-264.73460
2,-6080.04716
3,-2781.43821
4,-270.50442
5,-327.06182
6,-1516.71239
7,-925.65096
8,-325.81931